{
  "formula": "C9H39NO11",
  "method": "the ωB97M-V functional and the def2-TZVPD basis",
  "de_lowest_kcal_mol": 41.91,
  "max_force_ev_per_a": 2.23,
  "e_lumo_ev": -0.59,
  "elements": ["O", "O", "O", "O", "O", "O", "O", "O", "O", "O", "O", "N", "C", "C", "C", "C", "C", "C", "C", "C", "C", "H", "H", "H", "H", "H", "H", "H", "H", "H", "H", "H", "H", "H", "H", "H", "H", "H", "H", "H", "H", "H", "H", "H", "H", "H", "H", "H", "H", "H", "H", "H", "H", "H", "H", "H", "H", "H", "H", "H"],
  "coordinates": [[1.2817, 0.9515, 4.0576], [-0.3686, 0.6864, -0.1278], [1.4699, -1.8498, 3.7886], [2.9392, -2.1593, -1.5182], [2.7451, 1.3382, -0.6541], [4.2988, -2.2725, 2.0208], [-0.3452, -3.0850, 2.0620], [1.7063, -1.2139, 0.8076], [5.7680, -0.3584, 0.1140], [1.1667, 0.2565, -2.8140], [3.3427, 1.5324, 2.1030], [-1.5504, 0.6647, -0.8793], [-2.2898, 1.9248, -0.6809], [-3.4708, -0.6015, -1.6630], [-2.7182, 2.1881, 0.7552], [-1.3938, 3.0635, -1.1981], [-2.2141, -0.6305, -0.8157], [-1.2917, -1.7004, -1.4354], [-2.5002, -1.0815, 0.6491], [-4.2953, 0.6555, -1.4672], [-3.5199, 1.9411, -1.6030], [2.1161, -1.1839, -0.0786], [-2.7078, -2.1469, 0.7674], [0.3581, 0.7821, -0.7570], [-5.1812, 0.6290, -2.1186], [-3.2476, -0.6000, -2.7373], [1.6573, -0.4715, -2.4038], [1.5564, -0.2928, 1.0405], [-4.1875, 2.8042, -1.5726], [-2.9078, 3.2569, 0.8931], [2.9202, 1.4089, 1.2315], [-0.3556, -1.8231, -0.8835], [1.5497, 1.7490, 4.5234], [2.3140, 1.2025, -1.5149], [-1.8122, -2.6596, -1.4403], [2.6288, -2.5955, -2.3225], [3.4128, -1.8738, 1.8797], [4.3553, -2.9845, 1.3775], [-1.9810, 1.9498, 1.5235], [-4.8707, 0.6369, -0.5261], [1.2871, -0.9038, 3.6489], [0.6879, -2.2878, 3.4305], [4.2497, 1.7813, 1.9052], [3.3458, -2.8667, -1.0003], [-1.6417, -0.9252, 1.2975], [-1.0039, -1.4727, -2.4654], [0.3565, -2.7753, 1.4644], [5.2411, -0.9437, -0.4406], [-4.1452, -1.4498, -1.5343], [-0.6978, 3.3904, -0.4186], [5.7522, 0.4871, -0.3426], [-0.8850, -3.6765, 1.5278], [-3.6254, 1.6395, 0.9999], [-2.0137, 3.9631, -1.2937], [-3.2316, 1.9764, -2.6650], [-0.9368, 2.8882, -2.1675], [-3.3793, -0.5330, 0.9833], [1.6366, 0.4410, -3.6378], [3.4281, 2.0002, -0.8141], [1.1977, 1.2296, 3.1396]]
}